{"formula": "C3H3CdLiO3", "method": "ωB97M-V/def2-TZVPD", "total_energy_ev": -14060.82600, "orbital_gap_ev": [7.51, 6.31], "homo_ev": [-11.630, -11.697], "spin_multiplicity": 2, "total_charge": 1, "de_lowest_ev": 1.176, "elements": ["O", "C", "C", "O", "C", "O", "Cd", "H", "H", "H", "Li"], "positions_angstrom": [[0.4198, 0.4526, 0.8900], [-1.0083, 0.3672, 0.6286], [-1.2098, -0.8184, -0.1187], [0.3461, -0.0814, -1.2015], [1.1118, 0.0944, -0.1936], [2.2620, -0.3632, -0.0781], [4.0231, 0.3891, 0.1508], [-1.6678, 0.8051, 1.3815], [-2.1061, -1.0500, -0.7007], [-0.8918, -1.7845, 0.2785], [-1.2790, 1.9892, -1.0367]], "forces_ev_per_angstrom": [[0.19, 0.33, 1.93], [-0.33, -0.34, -0.97], [-1.86, 1.03, 2.11], [2.06, 0.13, -1.34], [-3.89, -2.41, -1.01], [-1.61, -0.09, -0.24], [3.07, 1.16, 0.45], [0.29, -0.07, -0.38], [-0.11, 0.74, 0.19], [1.89, 0.21, -0.93], [0.30, -0.70, 0.20]]}

{"formula": "C3H3CdO2", "method": "ωB97M-V/def2-TZVPD", "total_energy_ev": -11817.59452, "orbital_gap_ev": 6.87, "homo_ev": -2.588, "total_charge": -1, "de_lowest_ev": 0.000, "elements": ["C", "O", "C", "C", "O", "H", "H", "H", "Cd"], "positions_angstrom": [[0.2287, 1.1156, 0.1167], [0.0331, -0.9650, -0.2200], [0.5713, 0.3911, -0.9835], [-0.2355, -0.0892, 0.8982], [0.9551, 0.3544, -2.1394], [0.4754, 2.1358, 0.3971], [0.3848, -0.3661, 1.7679], [-1.3066, -0.0982, 1.1682], [-1.1063, -2.4783, -1.0051]], "forces_ev_per_angstrom": [[0.21, -0.03, 0.52], [1.66, 2.25, 0.78], [-0.15, -0.09, -1.26], [0.14, 0.52, -0.07], [-0.17, -0.12, 1.31], [-0.14, -0.24, -0.16], [-0.25, -0.05, -0.12], [0.27, -0.14, 0.02], [-1.57, -2.10, -1.03]]}

{"formula": "C3H3Cl", "method": "ωB97M-V/def2-TZVPD", "total_energy_ev": -15679.00032, "orbital_gap_ev": 11.01, "homo_ev": -9.877, "de_lowest_ev": 0.835, "elements": ["Cl", "C", "C", "C", "H", "H", "H"], "positions_angstrom": [[-1.5134, 0.4411, -1.5824], [-0.1485, -0.2923, -0.6147], [-0.0664, -0.2960, 1.0003], [0.5580, 0.5700, 0.2650], [0.2014, -1.1545, -1.1347], [-0.4564, -0.5787, 1.9475], [1.4254, 1.3104, 0.1190]], "forces_ev_per_angstrom": [[0.30, -0.33, 0.48], [-1.67, -0.54, 1.71], [-0.71, 0.90, -2.79], [3.59, 1.47, -0.07], [0.40, -0.23, -0.35], [-0.10, -0.34, 0.32], [-1.80, -0.93, 0.69]]}

{"formula": "C3H3Cl", "method": "ωB97M-V/def2-TZVPD", "total_energy_ev": -15675.87007, "orbital_gap_ev": 8.71, "homo_ev": -9.868, "de_lowest_ev": 3.965, "elements": ["C", "C", "C", "Cl", "H", "H", "H"], "positions_angstrom": [[-1.8547, 1.2045, -0.0122], [-0.6840, 0.9433, -0.0491], [1.2996, -0.3939, -0.0516], [2.7734, 0.4396, 0.0580], [-2.8109, 1.4468, 0.4083], [0.9447, -0.8993, 0.9265], [1.2776, -0.9949, -1.0620]], "forces_ev_per_angstrom": [[-0.92, 0.23, 0.95], [3.83, -2.27, -0.50], [-2.67, -0.70, -0.32], [-0.32, 0.29, 0.17], [0.04, 0.08, -0.57], [0.66, 0.96, -2.01], [-0.62, 1.40, 2.28]]}